A structure of composition C5H6KO3 in a non-equilibrium geometry. Source: OMol25; level of theory: ωB97M-V with the def2-TZVPD basis set.

Output
Multiplicity: 2
DFT total energy (Eh): -1019.659838
LUMO energy (spin up / spin down) (Eh): -0.037 / -0.037
Expectation value of S²: 0.763

```
15
C5H6KO3 (ωB97M-V with the def2-TZVPD basis set)
O 0.5866 -0.8628 -3.1113
C 1.6477 -0.7147 -2.6473
O 2.8288 -0.8288 -2.7003
O 1.3509 -0.6643 -0.0173
C 0.0794 -0.6491 0.5154
C -0.3794 0.7633 0.9085
C -1.8060 0.7821 1.4069
C -2.8090 1.3899 0.8096
K 4.0838 -1.7013 -0.3837
H -0.0356 -1.3003 1.4089
H -0.6387 -1.0531 -0.2309
H -0.2605 1.4393 0.0489
H 0.2841 1.1301 1.7097
H -1.9951 0.2187 2.3319
H -2.9369 2.0508 -0.0490
```

Here are the natural (NBO) charges for atoms 1 to 4, given in e: -0.501, 1.074, -0.648, -1.026



An isolated molecule of C3H4ClFS in a non-equilibrium geometry. Source: OMol25; level of theory: ωB97M-V with the def2-TZVPD basis set.

Output
SMILES: CS/C=C(/F)Cl
DFT total energy (Eh): -1074.910915
Relative energy (zero: lowest compared OMol25 entry of this formula, charge and spin) (eV): 0.781
LUMO energy (Eh): 0.029

```
10
C3H4ClFS (ωB97M-V with the def2-TZVPD basis set)
C -0.0877 1.1516 1.5556
C -0.3056 -0.5510 -0.6686
C 0.2138 -1.1734 -1.7336
H -0.4350 2.1089 1.9723
H -0.7857 0.3399 1.9843
H 0.9931 1.0681 1.9040
H -0.8836 -1.0573 0.0728
F 0.0998 -2.5193 -1.8248
S 0.0042 1.1440 -0.3166
Cl 1.1867 -0.5115 -2.9453
```

Here are the natural (NBO) charges for atoms 1 to 4, given in e: -0.738, -0.456, 0.300, 0.233



A cluster of 2 separate species, C3H7N2O3 in total in a non-equilibrium geometry. Source: OMol25; level of theory: ωB97M-V with the def2-TZVPD basis set.

Output
DFT total energy (Eh): -453.281831
Net charge: +1
Relative energy (zero: lowest compared OMol25 entry of this formula, charge and spin) (eV): 5.149
LUMO energy (Eh): -0.209

```
15
C3H7N2O3 (ωB97M-V with the def2-TZVPD basis set)
C 0.3374 -0.6415 -0.1811
C -0.8561 1.3253 0.4376
C -0.8017 0.1063 -0.6072
N 0.5501 -1.8897 -0.0093
N 2.1955 0.2035 0.2746
O 2.2465 1.3538 0.2545
O 2.8998 -0.6681 0.4631
O -2.0396 -0.5246 -0.6130
H -0.7822 1.0825 1.4895
H -0.0685 2.0292 0.2477
H -1.7457 1.9484 0.3263
H -0.5466 0.4961 -1.6417
H -0.0812 -2.6959 0.0194
H 1.4512 -2.2939 0.1291
H -2.7588 0.1687 -0.5895
```

Here are the natural (NBO) charges for atoms 1 to 4, given in e: 0.440, -0.629, -0.058, -0.674



A cluster of 4 separate species, C45H95B3N4O7 in total in a non-equilibrium geometry. Source: OMol25; level of theory: ωB97M-V with the def2-TZVPD basis set.

Output
SMILES: COCCCCCB1OB(CCOCCOc2ccc(C(C)(C)CC(C)(C)C)cc2)OB(C[C@H](O)CN)O1.CCN(CC)CC.CCN(CC)CC.CCN(CC)CC
DFT total energy (Eh): -2591.701970
Relative energy (zero: lowest compared OMol25 entry of this formula, charge and spin) (eV): 9.292
LUMO energy (Eh): 0.020

```
154
C45H95B3N4O7 (ωB97M-V with the def2-TZVPD basis set)
C -2.5257 1.1145 -4.9662
O -2.9566 0.5844 -6.2492
C -2.2013 1.1447 -7.3481
C -1.0967 0.1240 -7.9251
C 0.3343 0.5331 -7.2545
C 0.8786 1.8014 -8.0901
C 2.2710 2.2726 -7.4319
B 2.1172 3.1925 -6.1079
O 1.4726 4.4818 -6.0353
B 1.9190 5.1933 -4.8466
C 0.9461 6.1628 -3.9528
C -0.0899 5.3618 -3.0280
O 0.3679 5.1734 -1.6602
C -0.8435 4.9146 -0.8663
C -0.5114 4.2154 0.5337
O -1.3754 4.6909 1.6345
C -0.5459 4.5019 2.8129
C -0.0709 5.6558 3.7250
C 0.8512 5.3289 4.9280
C 1.3201 3.8698 5.2968
C 2.3152 3.6361 6.5540
C 3.6804 4.3872 6.1755
C 1.6419 4.4697 7.7938
C 2.4539 2.1119 7.0094
C 3.8187 1.6930 7.7395
C 4.2813 2.6374 8.9529
C 5.0476 1.3988 6.7066
C 3.5159 0.2283 8.4165
C 0.7994 2.7536 4.3647
C -0.1283 3.0486 3.1295
O 3.2892 5.0550 -4.3697
B 3.7567 3.7098 -4.5966
C 5.3101 3.2487 -4.6196
C 5.9427 2.9517 -3.1657
O 6.9405 4.0078 -2.9308
C 6.6050 1.4756 -3.0432
N 6.0509 0.7628 -1.8241
O 2.7239 2.7007 -4.8683
H -2.0997 2.1729 -5.0017
H -3.4622 1.1581 -4.2962
H -1.7904 0.4189 -4.4045
H -1.6796 2.1351 -7.1063
H -2.9580 1.3868 -8.1873
H -1.3739 -0.9665 -7.7334
H -0.9763 0.3088 -9.0590
H 0.1496 0.8211 -6.1551
H 1.0498 -0.3545 -7.2450
H 0.1126 2.6377 -8.2094
H 1.1248 1.3917 -9.1443
H 2.9571 2.7992 -8.1980
H 2.8232 1.3084 -7.1121
H 1.5937 6.8941 -3.3338
H 0.3985 6.8358 -4.7214
H -0.3851 4.3939 -3.5581
H -1.0384 6.0228 -2.9494
H -1.3914 5.9127 -0.7921
H -1.4576 4.1581 -1.4942
H -0.5478 3.0843 0.3984
H 0.5739 4.4703 0.8400
H -0.4243 6.7182 3.4697
H 1.1892 6.2296 5.5571
H 4.2164 3.7537 5.3774
H 3.4540 5.3945 5.6526
H 4.3463 4.6504 7.0671
H 0.5596 4.7934 7.5542
H 1.5426 3.8169 8.7430
H 2.3090 5.3572 8.0892
H 2.2859 1.3372 6.1721
H 1.6049 1.9087 7.7703
H 4.7958 1.9418 9.7233
H 5.1204 3.3618 8.6221
H 3.4382 3.1534 9.5176
H 4.5553 0.8129 5.8375
H 5.5430 2.3516 6.3266
H 5.8451 0.7187 7.1550
H 4.4089 -0.4673 8.2054
H 2.5399 -0.1768 7.9822
H 3.4003 0.3137 9.5573
H 1.0891 1.6659 4.5069
H -0.4786 2.1929 2.4440
H 5.3414 2.2516 -5.2075
H 5.9641 3.9883 -5.2127
H 5.1860 3.0420 -2.3051
H 7.8433 3.6406 -3.1016
H 7.7634 1.5188 -3.0109
H 6.3426 0.8003 -3.9318
H 6.4003 -0.2130 -1.8973
H 6.4603 1.2292 -0.9964
C -6.8221 -2.6364 -4.4203
C -7.8775 -1.6323 -3.9728
N -7.3372 -0.4860 -3.2502
C -8.3657 0.3259 -2.6039
C -9.3684 1.0496 -3.5021
C -6.2879 0.2666 -3.9304
C -6.6195 0.8759 -5.2917
H -6.2331 -2.9976 -3.5729
H -7.3066 -3.5005 -4.8838
H -6.1414 -2.2121 -5.1630
H -8.5656 -2.1703 -3.3101
H -8.4634 -1.3231 -4.8476
H -7.8865 1.0609 -1.9480
H -8.9305 -0.3258 -1.9249
H -8.9261 1.9280 -3.9726
H -10.2106 1.4044 -2.9004
H -9.7764 0.4023 -4.2807
H -5.4206 -0.3892 -4.0563
H -5.9254 1.0632 -3.2708
H -7.1745 0.1884 -5.9344
H -5.6910 1.1289 -5.8131
H -7.1912 1.7987 -5.1920
C -6.1948 -10.2492 -6.3901
C -6.4543 -9.1028 -5.4202
N -6.5850 -7.7995 -6.0631
C -6.5695 -6.6856 -5.1175
C -7.7221 -6.5869 -4.1194
C -7.5847 -7.7014 -7.1217
C -9.0349 -8.0262 -6.7602
H -5.3045 -10.0621 -6.9963
H -6.0316 -11.1756 -5.8325
H -7.0425 -10.4207 -7.0587
H -5.6001 -9.0692 -4.7340
H -7.3346 -9.3474 -4.8124
H -6.5013 -5.7423 -5.6705
H -5.6333 -6.7411 -4.5472
H -8.6320 -6.2154 -4.5920
H -7.4637 -5.8751 -3.3294
H -7.9415 -7.5410 -3.6366
H -7.2838 -8.3619 -7.9408
H -7.5499 -6.6990 -7.5625
H -9.1210 -8.9176 -6.1342
H -9.6063 -8.2169 -7.6738
H -9.5200 -7.1941 -6.2499
C 6.4536 -3.9628 7.8295
C 6.7778 -2.8450 8.8132
N 6.2258 -3.0502 10.1480
C 6.3156 -1.8649 10.9976
C 7.7101 -1.3692 11.3789
C 6.5697 -4.3096 10.8002
C 8.0528 -4.6139 11.0177
H 5.3746 -4.1177 7.7468
H 6.8317 -3.7031 6.8368
H 6.9211 -4.9087 8.1150
H 6.3522 -1.9240 8.3972
H 7.8657 -2.7029 8.8396
H 5.7389 -2.0315 11.9140
H 5.7940 -1.0450 10.4868
H 8.1625 -1.9943 12.1492
H 7.6397 -0.3591 11.7936
H 8.3862 -1.3218 10.5233
H 6.1381 -5.1283 10.2161
H 6.0546 -4.3716 11.7652
H 8.6623 -4.3728 10.1435
H 8.1821 -5.6821 11.2167
H 8.4526 -4.0794 11.8793
```

Here are the Mulliken charges for atoms 1 to 4, given in e: -0.383, -0.282, -0.406, -0.571



The ion C3H4NS with charge +1 in a non-equilibrium geometry. Source: OMol25; level of theory: ωB97M-V with the def2-TZVPD basis set.

Output
DFT total energy (Eh): -569.199653
Net charge: +1
Relative energy (zero: lowest compared OMol25 entry of this formula, charge and spin) (eV): 4.024
LUMO energy (Eh): -0.202

```
9
C3H4NS (ωB97M-V with the def2-TZVPD basis set)
C 0.2647 -1.1570 -0.0562
C 2.2707 1.2163 0.0440
C -1.8999 0.0322 0.0595
N -0.8573 -0.6338 -0.0465
S 2.2489 -0.2697 0.0212
H 0.5886 -2.2534 -0.1537
H 2.3487 2.2851 -0.1221
H -2.4415 0.2906 1.0763
H -2.5229 0.4896 -0.8226
```

Here are the natural (NBO) charges for atoms 1 to 4, given in e: -0.005, -0.406, -0.047, -0.284



An isolated molecule of C5H7NO3S in a non-equilibrium geometry. Source: OMol25; level of theory: ωB97M-V with the def2-TZVPD basis set.

Output
DFT total energy (Eh): -873.187383
Relative energy (zero: lowest compared OMol25 entry of this formula, charge and spin) (eV): 4.832
LUMO energy (Eh): 0.018

```
17
C5H7NO3S (ωB97M-V with the def2-TZVPD basis set)
C -0.5041 -1.0652 -0.5823
C -0.3460 2.3538 1.2575
C -0.9205 0.1218 0.2056
C -0.4099 -0.5786 -2.0263
C -1.7771 1.2914 -0.2787
N -0.3259 1.4924 0.0791
O -1.6796 0.6724 2.7679
O -2.4805 1.9718 0.7297
O 0.6967 -0.3771 -2.5418
S -1.8138 2.0028 2.1682
H 0.4337 -1.6465 -0.5323
H -1.3531 -1.7617 -0.4747
H 0.6097 2.3229 1.7599
H -0.7042 3.3591 0.9231
H -1.0270 -0.2107 1.2184
H -1.3908 -0.5128 -2.5900
H 0.3621 1.7097 -0.6520
```

Here are the natural (NBO) charges for atoms 1 to 4, given in e: -0.531, -0.495, -0.152, 0.438